104
Properties=species:S:1:pos:R:3:forces:R:3 method="wB97M-V/def2-TZVPD" spin_multiplicity=1 charge=0 de_lowest_kj_mol=85.9 gap_ev=9.6 total_energy_ha=-17411.4077
C -2.56271 -6.91705 -1.94699 -0.013 -0.931 0.718
C -2.15528 -8.05611 -2.81789 2.754 3.317 -3.895
O -1.16419 -7.86906 -3.56436 -1.577 -0.899 1.828
C -3.01419 -9.18247 -3.03018 -1.407 -1.838 0.455
H -2.10512 -7.16456 -0.98915 0.062 0.533 0.366
H -3.64052 -6.95704 -1.78943 0.037 0.492 -0.043
H -2.15925 -5.99829 -2.37264 -0.218 -0.088 0.300
H -4.04774 -8.99813 -2.73708 0.070 0.039 0.262
H -2.59762 -9.92380 -2.34827 -0.297 -0.669 -0.113
H -3.05712 -9.55596 -4.05330 0.587 0.051 0.125
O 2.75111 6.73949 10.88923 -1.608 2.229 -1.653
C 2.11359 7.75649 10.51183 4.025 -1.817 6.614
O 1.36582 7.86550 9.51564 -1.755 -0.792 -2.404
C 1.31349 6.76848 8.56388 -0.305 0.515 -1.804
C 1.21219 7.54512 7.27070 0.122 -0.326 -1.499
C 2.15923 9.03690 11.41765 -0.250 -0.166 -1.148
H 0.40541 6.16672 8.60099 -0.080 0.266 1.068
H 2.15272 6.07394 8.52632 0.182 0.461 0.812
H 0.64898 6.98654 6.52312 -0.493 0.042 0.137
H 2.14539 7.67904 6.72362 0.393 0.298 0.549
H 0.75681 8.51960 7.44717 -0.094 -0.180 -0.169
H 1.36768 9.69722 11.06334 0.133 0.244 0.180
H 3.12431 9.53481 11.32382 0.019 -0.034 -0.436
H 2.07095 8.90007 12.49542 -0.292 -0.742 -0.248
O -1.99797 2.25343 2.52208 1.410 -1.418 -1.705
C -1.74153 1.55190 1.54185 -1.137 2.652 0.338
O -0.58969 1.57553 0.80364 -0.402 -0.464 0.638
C 0.32818 2.62662 1.06666 -0.175 2.073 0.583
C 1.32894 2.82984 -0.03069 0.727 -1.317 -0.491
C -2.80892 0.72072 0.88799 0.744 -1.001 -0.295
H 0.80800 2.61016 2.04523 -0.085 -0.728 0.095
H -0.24523 3.55304 1.09871 -0.353 0.040 0.152
H 0.83943 2.77562 -1.00308 0.063 0.356 -0.031
H 2.09026 2.04977 -0.03028 -0.073 -0.358 -0.038
H 1.93647 3.72761 0.08340 -0.572 0.312 0.067
H -2.41592 0.24984 -0.01308 0.200 -0.450 0.317
H -3.70459 1.21120 0.50681 0.145 0.619 0.777
H -3.04656 0.00531 1.67527 -0.489 -0.315 -0.414
O -6.68667 0.85522 -5.06851 1.657 -0.941 0.322
C -6.55157 -0.28911 -4.66467 -0.978 1.405 -1.382
O -5.48692 -1.10466 -4.73002 -0.358 0.315 0.791
C -4.29606 -0.74150 -5.40281 0.353 0.387 -1.460
C -4.37276 -1.42860 -6.76424 0.060 0.011 0.615
C -7.75925 -0.99529 -4.21382 -0.541 -1.527 1.059
H -3.45995 -1.15668 -4.84013 -0.091 0.396 0.203
H -4.23532 0.33065 -5.58963 0.081 0.094 0.670
H -5.22599 -1.00821 -7.29654 -0.095 -0.376 -0.073
H -4.49169 -2.47485 -6.48265 -0.204 -0.182 -0.782
H -3.48915 -1.29064 -7.38738 0.101 -0.014 0.208
H -7.52296 -2.01858 -3.92202 -0.061 -0.029 0.012
H -8.48521 -1.04738 -5.02524 0.075 0.240 0.015
H -8.21649 -0.51607 -3.34817 0.009 0.216 -0.193
O 1.47743 -5.60148 4.47286 2.447 0.750 -0.259
C 2.59874 -5.06041 4.42857 -3.769 -0.975 0.538
O 3.70268 -5.62318 4.88252 0.312 -0.351 -0.158
C 3.62688 -6.95102 5.47260 -1.094 0.537 0.899
C 3.77476 -8.03657 4.45841 1.142 0.047 0.215
C 2.77049 -3.64544 4.00275 0.498 0.195 -0.707
H 2.67236 -7.12816 5.96820 -0.132 0.705 0.118
H 4.38991 -6.83969 6.24298 0.180 -0.729 -0.201
H 4.78591 -7.86612 4.08879 -0.196 -0.452 -0.976
H 2.96170 -8.02047 3.73263 0.350 0.220 -0.163
H 3.77069 -9.01877 4.93104 -0.039 0.052 0.174
H 3.82438 -3.40016 4.13419 -0.261 0.587 0.142
H 2.04244 -2.99208 4.48352 0.388 -0.126 0.570
H 2.50779 -3.49389 2.95579 0.173 -0.458 -0.197
O 2.54005 2.16252 -6.46521 0.183 -1.120 0.736
C 1.83268 1.32888 -6.99236 0.431 2.450 0.369
O 1.60949 0.08947 -6.61924 -1.724 0.327 -1.748
C 2.07791 -0.50511 -5.47086 2.051 -0.447 0.299
C 2.17011 -1.97855 -5.84867 -0.154 -1.076 1.125
C 1.09990 1.70919 -8.20751 -0.492 -1.110 -2.050
H 1.47181 -0.24627 -4.60267 -0.449 -0.458 -0.106
H 3.04162 -0.04225 -5.25841 0.349 -0.320 0.181
H 2.47823 -2.58192 -4.99480 -0.300 0.054 0.368
H 2.86912 -2.34701 -6.59950 0.284 1.117 -0.329
H 1.20787 -2.36080 -6.18936 -0.193 0.164 0.213
H 1.43364 1.03198 -8.99371 0.496 -0.112 -0.254
H 1.31259 2.70843 -8.58750 -0.256 -0.051 0.599
H 0.05441 1.40268 -8.24109 -0.234 0.579 0.605
Br -10.02602 -4.33227 1.56564 -0.903 -0.339 0.793
C -11.50657 -5.65388 1.32565 0.962 0.373 -2.021
C -11.67791 -5.77640 -0.22003 1.137 -0.709 0.768
Br -9.79097 -6.27214 -0.97392 -1.866 0.283 0.072
H -12.39406 -5.27104 1.82953 0.184 -0.121 -0.061
H -11.18402 -6.64860 1.63318 0.060 0.421 0.624
H -12.09156 -4.89113 -0.70304 0.485 -0.124 -0.086
H -12.24509 -6.67757 -0.45301 -0.054 0.219 -0.094
Br 12.39495 1.25902 -0.98033 0.092 -0.312 0.339
C 10.60451 0.72568 -1.56531 -0.195 -0.539 0.922
C 10.00456 -0.47274 -0.71819 1.308 1.213 -0.236
Br 8.24530 -0.94429 -1.27401 -0.544 -0.162 -0.572
H 10.79690 0.50455 -2.61516 -0.653 -0.164 0.195
H 10.06334 1.65901 -1.40986 -0.345 -0.425 -0.322
H 9.84575 -0.22474 0.33128 0.493 0.303 -0.183
H 10.65493 -1.34578 -0.77225 -0.159 0.086 -0.143
Br 5.20611 11.58035 0.62470 -0.307 -0.631 -1.183
C 4.55692 10.68935 -1.06643 0.164 -0.365 -0.194
C 3.07362 10.42225 -0.91085 0.388 0.082 -0.362
Br 2.41770 9.15831 -2.33324 0.441 0.754 0.776
H 5.03840 9.72761 -1.24351 0.432 0.156 0.653
H 4.83765 11.30616 -1.92014 -0.233 0.295 0.326
H 2.52399 11.35597 -1.02999 -0.290 -0.398 0.257
H 2.96115 9.92619 0.05319 -0.597 0.104 -0.272